The following is a DFT calculation (ωB97M-V/def2-TZVPD) of the molecule C6H10.

Atoms and positions in Å:
C -2.290 0.804 -0.436
C -1.353 -0.014 0.391
C -0.212 -0.533 -0.302
C 1.247 -1.446 0.026
C 1.212 -0.073 -0.362
C 1.684 0.859 0.754
H -2.281 0.302 -1.417
H -3.336 0.793 -0.092
H -2.110 1.856 -0.732
H -1.757 -0.646 1.174
H -0.475 -0.859 -1.314
H 0.892 -2.455 -0.059
H 1.460 0.366 -1.328
H 1.417 0.469 1.722
H 2.771 0.892 0.661
H 1.432 1.920 0.622

Computed properties:
Total energy in hartree: -234.31904
E_HOMO in eV: -6.43
Kohn-Sham gap in Ha: 0.18796
Energy relative to the best compared isomer or geometry (same formula, charge and spin) in kJ/mol: 744.3

Calculated atomic charges, method Löwdin, unit e: C -0.105; C -0.045; C -0.264; C 0.081; C -0.452; C -0.091; H 0.079; H 0.073; H 0.090; H 0.105; H 0.128; H 0.043; H 0.141; H 0.071; H 0.072; H 0.074